Entry 1:
The following is a quantum chemistry calculation of a molecular structure, C23H38BeN5Si4, from OMol25.

Total charge: +1
LUMO: -4.004 eV
Energy above the lowest of the compared OMol25 structures with the same formula, charge and spin: 0.0 kJ/mol
HOMO-LUMO gap: 6.13 eV
2S+1: 1

Each line ends with the Löwdin charge.
Atoms and positions in Å:
1 H 2.71 -2.28 -0.43  0.00
2 N 0.76 2.42 -1.61  0.07
3 H -4.03 0.11 1.70  0.03
4 N 0.55 -2.86 -3.11  0.15
5 H 2.50 3.84 2.31  0.04
6 H 2.80 2.38 -1.36  0.11
7 H 3.29 -1.83 1.16  0.02
8 H -0.22 -2.34 3.50  0.02
9 N -1.29 1.13 -1.86  -0.08
10 H 3.48 0.89 -0.13  -0.01
11 C -3.10 -2.52 -3.05  0.01
12 C 2.46 0.87 3.66  -0.21
13 H -1.41 -3.07 0.85  0.03
14 H 1.26 -3.55 -3.33  0.17
15 C -1.18 -4.44 -3.73  0.00
16 H -0.11 -4.21 0.52  0.04
17 Si -1.66 0.78 1.93  0.33
18 H -3.83 -1.77 -2.78  0.12
19 H 1.58 0.87 4.30  0.02
20 H 1.48 -1.90 3.66  0.02
21 Be 0.26 0.76 -1.33  0.02
22 C -0.80 -3.19 -3.27  -0.18
23 H -0.80 0.98 4.26  0.02
24 C -0.36 3.18 -1.76  -0.21
25 C -0.42 -3.17 0.40  -0.20
26 H -1.22 5.13 -1.88  0.13
27 H -2.84 -5.69 -4.20  0.12
28 H -1.43 -0.64 3.97  0.01
29 H -3.01 2.85 2.14  0.04
30 C 1.94 3.02 -1.50  -0.09
31 C 1.63 3.24 2.02  -0.21
32 H 2.00 -1.55 -2.45  0.15
33 H 0.87 3.38 2.79  0.02
34 H 1.23 3.66 1.09  0.00
35 C -1.27 -0.93 -2.48  -0.22
36 H 3.19 1.56 4.10  0.04
37 Si 0.81 -2.02 1.24  0.33
38 H -4.54 -4.00 -3.60  0.12
39 H 1.01 6.26 -1.70  0.12
40 C -2.53 -4.72 -3.84  -0.04
41 H -2.53 2.77 -2.28  0.15
42 H 2.90 -0.13 3.70  0.02
43 H 2.77 -3.49 0.85  0.04
44 H 1.03 -3.54 3.17  0.04
45 C -1.60 0.42 3.77  -0.20
46 N -2.08 0.08 -2.26  0.15
47 C 0.93 -1.70 -2.60  -0.11
48 C -2.02 2.63 1.75  -0.20
49 H 4.27 0.38 1.35  0.02
50 H -2.97 -1.25 1.34  0.02
51 C 0.77 -2.48 3.07  -0.20
52 C -0.31 4.57 -1.78  0.01
53 C 2.07 4.40 -1.55  -0.02
54 H -0.54 -2.99 -0.67  -0.01
55 C 0.93 5.18 -1.68  -0.02
56 C -3.49 -3.76 -3.50  -0.04
57 H -3.23 -0.01 0.12  0.00
58 N 0.11 -0.74 -2.28  0.09
59 Si 2.07 1.41 1.91  0.34
60 Si 0.35 0.24 0.85  0.47
61 C -1.74 -2.22 -2.94  -0.10
62 C -3.10 -0.18 1.19  -0.21
63 H 4.28 2.08 0.90  0.03
64 C -1.57 2.38 -1.98  0.01
65 H 3.05 4.85 -1.48  0.12
66 H -1.30 3.22 2.32  0.01
67 C 3.67 1.18 0.90  -0.23
68 H -0.44 -5.19 -3.98  0.12
69 C 2.55 -2.44 0.64  -0.21
70 H -2.54 0.71 4.24  0.04
71 H -1.99 2.98 0.72  0.00

Entry 2:
The following is a quantum chemistry calculation of a molecular structure, C23H39BMnNO28, from OMol25.

Total charge: +1
LUMO (spin up / spin down): -2.860 / -2.864 eV
⟨S²⟩: 8.7523
HOMO-LUMO gap (spin up / spin down): 7.71 / 7.71 eV
2S+1: 6

Each line ends with the Mulliken spin population.
Atoms and positions in Å:
1 H 2.37 -3.34 1.88  0.00
2 H -1.13 5.37 0.00  0.00
3 H -5.20 3.15 1.68  0.00
4 C -2.31 3.27 1.27  0.02
5 C -3.09 -0.51 0.32  0.00
6 O 0.86 -0.45 -0.20  -0.03
7 O 3.77 2.15 -0.35  0.00
8 C 5.16 2.53 -0.43  0.00
9 C 1.52 -3.20 -7.13  0.00
10 H -2.52 5.54 -1.02  0.00
11 H -4.71 3.15 3.44  0.00
12 H -2.16 -2.97 1.61  0.00
13 H 1.63 4.28 1.95  0.00
14 C -1.60 0.18 5.42  0.00
15 H -2.68 0.76 -5.05  0.00
16 C 3.60 -1.77 -2.04  0.00
17 H -1.32 -0.41 -4.92  0.00
18 C 1.88 -1.16 -0.51  0.02
19 H 1.36 2.96 -3.41  0.00
20 H -5.65 -1.15 -0.80  0.00
21 O 1.46 -3.33 -8.35  0.00
22 H 2.93 4.84 3.02  0.00
23 C 2.24 0.41 4.14  0.00
24 H 2.47 -0.66 4.10  0.00
25 H -2.41 -3.71 -0.05  0.00
26 H -5.71 0.48 -1.39  0.00
27 H -1.12 0.87 6.11  0.00
28 O -3.22 2.70 2.06  0.00
29 O -0.70 -2.45 3.61  0.00
30 C -2.19 0.01 -4.42  0.00
31 C -1.34 -4.07 5.14  0.00
32 Mn -0.12 1.15 0.36  4.74
33 H -1.33 -2.43 0.31  0.00
34 H 2.01 1.66 -4.56  0.00
35 O -1.23 2.72 1.13  0.05
36 H -2.63 0.21 5.76  0.00
37 O 3.40 -1.50 -6.97  0.00
38 C 1.43 1.91 -3.67  0.00
39 H 2.47 0.85 3.17  0.00
40 C -0.72 1.21 -2.82  0.02
41 O 0.88 -3.41 4.68  0.00
42 H 1.74 -1.70 2.11  0.00
43 O 0.93 0.69 4.50  0.00
44 H -1.14 -5.07 4.76  0.00
45 H 1.99 1.50 -2.84  0.00
46 O -0.13 -2.29 -4.35  0.00
47 H -4.32 4.48 2.29  0.00
48 C 2.49 -2.17 -6.46  0.00
49 O 1.37 -4.06 -3.93  0.00
50 O 1.71 2.07 0.39  0.06
51 O -1.37 0.71 4.13  0.01
52 O -2.75 4.25 0.53  0.00
53 O 2.37 -2.14 0.23  0.00
54 N -0.34 -3.30 4.43  0.00
55 C 2.55 3.99 2.47  0.00
56 C -2.33 -2.80 0.55  0.00
57 C 2.87 2.50 0.49  -0.03
58 O 0.68 -3.68 -6.25  0.00
59 H 4.40 -1.40 -1.40  0.00
60 H 3.66 -2.84 -1.85  0.00
61 C -0.12 0.60 3.59  0.04
62 H -1.35 4.12 -1.14  0.00
63 O 1.04 -4.33 -1.74  0.00
64 C 0.78 -3.78 -2.83  0.00
65 O -2.04 -0.03 0.65  0.04
66 H 0.70 -2.78 1.42  0.00
67 O 0.10 1.36 -3.92  0.00
68 H 2.35 3.31 3.30  0.00
69 O 3.32 3.43 1.41  0.01
70 H -3.05 -0.66 -4.36  0.00
71 O -0.36 1.50 -1.69  0.02
72 H -6.00 0.18 0.29  0.00
73 O 2.03 -2.16 -5.25  0.00
74 C -1.91 4.80 -0.50  0.00
75 H 5.68 1.90 -1.15  0.00
76 C -5.37 -0.12 -0.55  0.00
77 H -0.99 -4.05 6.17  0.00
78 C 1.76 -2.55 1.43  0.00
79 O 2.44 -1.02 -1.69  0.01
80 O -4.00 0.29 -0.27  0.00
81 O 0.08 0.55 2.33  0.00
82 B 0.98 -3.08 -4.94  0.00
83 O -1.96 0.63 -3.14  0.00
84 H 5.24 3.56 -0.80  0.00
85 H -2.37 -3.71 5.10  0.00
86 C -0.22 -2.61 -3.06  0.00
87 O -1.00 -2.17 -2.14  0.00
88 H 3.93 -1.73 -3.08  0.00
89 O -3.30 -1.86 0.13  0.00
90 H -1.22 -0.82 5.66  0.00
91 C -4.43 3.40 2.41  0.00
92 H 2.96 0.76 4.88  0.00
93 H 5.57 2.48 0.57  0.00